The following is a quantum chemistry calculation of a 3-piece molecular cluster, C4H12N2O4 overall in a non-equilibrium geometry, from OMol25.

Each line ends with the natural charge from an NBO analysis.
Atoms and positions in Å:
C (-0.39579, 1.27265, 1.47206)  -0.7301
C (1.06963, 1.13271, 1.38833)  0.6962
N (1.65325, 0.51575, 0.23272)  -0.6417
C (0.94794, -0.29061, -0.77235)  -0.3631
C (-0.16014, 0.48250, -1.52386)  0.7043
N (0.31804, 1.41623, -2.46003)  -0.8113
O (-1.33194, 0.35454, -1.41181)  -0.6149
O (1.82191, 1.71949, 2.15830)  -0.6111
H (-0.98484, 0.73177, 0.74221)  0.2368
H (-0.59393, 1.01568, 2.48337)  0.2489
H (-0.48913, 2.29370, 1.27860)  0.2430
H (2.61323, 0.61516, 0.21877)  0.4005
H (1.62361, -0.78299, -1.50460)  0.2429
H (0.62864, -1.18056, -0.24853)  0.2536
H (1.18617, 1.78987, -2.40256)  0.3852
H (-0.36211, 1.96145, -2.87198)  0.3896
H (-1.92083, -0.90587, -0.38731)  0.5107
H (-3.07632, -1.86237, 0.38845)  0.4903
O (-2.18563, -1.49787, 0.38682)  -1.0257
H (-0.56945, -2.45742, 0.48960)  0.4861
H (0.11231, -3.29884, 1.65450)  0.4809
O (0.09537, -3.02496, 0.68927)  -0.9712

The value obtained for the gap between HOMO and LUMO is 10.284 eV. The structure (SMILES) is CC(=O)NCC(N)=O.O.O. For the electronic energy, the calculation gives -15512.9261 eV. The value obtained for the relative energy (zero: lowest compared OMol25 entry of this formula, charge and spin) is 112.73 kJ/mol. As for the charge: 0.

The following is a quantum chemistry calculation of a 6-piece molecular cluster, C18H35Cl10NO6S overall in a non-equilibrium geometry, from OMol25.

Each line ends with the Löwdin charge.
Atoms and positions in Å:
N (-0.99038, -0.00406, -0.10148)  -0.0192
C (-0.18514, -1.08334, 0.50792)  -0.2316
C (0.51213, -2.00717, -0.50731)  -0.0952
C (0.33484, -3.50510, -0.23128)  -0.4137
C (-1.10898, -4.03122, -0.05124)  -0.0855
C (-2.21238, -3.41035, -0.93740)  -0.1665
C (-3.25341, -2.53414, -0.23115)  -0.2396
S (-4.29221, -3.36483, 0.94766)  0.5922
O (-3.51988, -4.17860, 1.83314)  -0.2604
O (-5.15330, -2.36856, 1.52339)  -0.2810
O (-5.16919, -4.33528, 0.03146)  -0.1435
C (1.17283, -3.91913, 0.97862)  -0.0898
O (1.58924, -5.25106, 0.60934)  0.0463
C (1.59390, -5.32892, -0.72992)  -0.5714
O (2.03144, -6.21810, -1.37171)  0.1779
O (1.01155, -4.22451, -1.27752)  0.1002
H (-1.59044, -0.42039, -0.80855)  0.0520
H (-0.34091, 0.56499, -0.64136)  -0.0003
H (-0.83099, -1.66072, 1.17791)  0.1065
H (0.54884, -0.58229, 1.14110)  0.1198
H (1.58791, -1.81314, -0.48189)  0.1240
H (0.17819, -1.79353, -1.52729)  0.1195
H (-1.36474, -4.00413, 1.00576)  0.1026
H (-1.05420, -5.09274, -0.31530)  0.1389
H (-2.71206, -4.19904, -1.50447)  0.1173
H (-1.72550, -2.78224, -1.69194)  0.1117
H (-2.85872, -1.67335, 0.30575)  0.0847
H (-3.94266, -2.13639, -0.98664)  0.1127
H (-5.39098, -3.86099, -0.78249)  0.0919
H (2.09950, -3.34420, 1.08918)  0.1436
H (0.68718, -3.87683, 1.94985)  0.1020
Cl (0.78973, 2.61333, -1.64524)  0.5389
C (-0.71571, 3.49884, -1.24446)  -0.6518
C (-0.41460, 4.87771, -0.72445)  -0.6467
Cl (0.37100, 4.83545, 0.87601)  0.5519
H (-1.27390, 2.89815, -0.52433)  -0.0352
H (-1.29391, 3.57043, -2.16486)  0.0805
H (-1.33828, 5.43827, -0.60863)  0.0561
H (0.24432, 5.42276, -1.39691)  0.0378
Cl (2.30319, 4.98118, -3.60759)  0.5372
C (3.10579, 4.51171, -5.12672)  -0.6567
C (2.11516, 4.10645, -6.18700)  -0.6655
Cl (1.28262, 2.58303, -5.78087)  0.5313
H (3.79649, 3.70380, -4.89958)  0.0696
H (3.67616, 5.37325, -5.47011)  0.0731
H (2.63447, 3.94567, -7.13026)  0.0714
H (1.35648, 4.87132, -6.33052)  0.0663
Cl (5.97353, 7.04632, 1.27843)  0.5339
C (4.46019, 7.49440, 2.10807)  -0.6670
C (3.27071, 6.73959, 1.57411)  -0.6922
Cl (2.85927, 7.21967, -0.08904)  0.5288
H (4.32850, 8.56787, 2.00056)  0.0661
H (4.59506, 7.26108, 3.16287)  0.0714
H (2.39742, 6.94925, 2.18981)  0.0626
H (3.44577, 5.66677, 1.57458)  0.0619
Cl (1.87315, -5.48065, 3.90213)  0.5850
C (2.15909, -7.16763, 3.39884)  -0.6423
C (3.41011, -7.73639, 4.01540)  -0.6646
Cl (4.88469, -6.96434, 3.37910)  0.5401
H (2.20528, -7.18078, 2.31259)  0.0602
H (1.29516, -7.74632, 3.72121)  0.0758
H (3.47790, -8.79739, 3.78153)  0.0729
H (3.41091, -7.61472, 5.09553)  0.0656
Cl (-4.47609, 4.71736, -0.42957)  0.5454
C (-5.13096, 3.57023, 0.76561)  -0.6591
C (-4.12927, 3.16196, 1.81381)  -0.6362
Cl (-2.81240, 2.14966, 1.15950)  0.6042
H (-5.49699, 2.70540, 0.21827)  0.0668
H (-5.97399, 4.06478, 1.24468)  0.0722
H (-4.64245, 2.56123, 2.56323)  0.0738
H (-3.67514, 4.02063, 2.30219)  0.0705

The value obtained for the gap between HOMO and LUMO is 9.946 eV. The structure (SMILES) is NCC[C@]1(CCCS(=O)(=O)O)COC(=O)O1.ClCCCl.ClCCCl.ClCCCl.ClCCCl.ClCCCl. For the electronic energy, the calculation gives -169069.5025 eV. As for the charge: 0.

The following is a quantum chemistry calculation of Ag3N5O15 as an isolated structure in a non-equilibrium geometry, from OMol25.

Each line ends with the Mulliken spin population.
Atoms and positions in Å:
Ag (-0.74781, -0.75908, 1.90153)  -0.0003
Ag (3.28616, 2.91777, -1.17034)  0.0000
Ag (-0.16311, -0.98618, -3.12879)  -0.0011
N (-1.49838, -2.37324, -0.62332)  -0.0002
O (-0.80502, -2.10006, 0.41857)  0.0009
O (-1.00465, -2.28393, -1.85406)  -0.0004
O (-2.63197, -2.64048, -0.55129)  0.0007
N (-3.76625, 0.58915, 1.00448)  -0.0334
O (-4.16972, -0.53367, 1.06124)  0.2865
O (-2.62613, 0.96660, 1.32348)  0.1112
O (-4.60342, 1.42111, 0.61757)  0.6343
N (0.55526, 2.46305, 3.28597)  -0.0386
O (0.37177, 2.40624, 4.53498)  0.6115
O (1.32001, 1.54647, 2.86094)  0.3444
O (0.01624, 3.31897, 2.63678)  0.0830
N (2.90070, -2.19348, -2.27158)  -0.0223
O (2.74053, -1.85132, -1.13835)  0.3192
O (3.65933, -3.15719, -2.26352)  0.6578
O (2.46055, -1.76840, -3.31803)  0.0477
N (1.16412, 1.24237, -0.85220)  0.0017
O (1.29303, 1.38068, -2.09564)  -0.0001
O (0.28489, 0.61196, -0.33466)  -0.0014
O (1.96387, 1.78267, -0.04376)  -0.0012

As for the multiplicity: 4. Its expectation value of S² is 3.771. The value obtained for the gap between HOMO and LUMO (alpha / beta) is 8.476 / 5.793 eV. For the electronic energy, the calculation gives -50126.1243 eV. As for the charge: +1.

The following is a quantum chemistry calculation of one molecule with the formula C16H13FN2O2S, from OMol25.

Each line ends with the natural charge from an NBO analysis.
Atoms and positions in Å:
O (1.81122, 2.46502, -2.05197)  -0.5934
C (1.29354, 1.98398, -1.06972)  0.6749
N (-0.02828, 2.29370, -0.74892)  -0.6200
C (-0.68094, 1.74953, 0.31317)  0.3208
N (-0.15172, 0.94739, 1.15997)  -0.5633
C (1.15655, 0.58357, 0.96914)  0.2695
C (1.75128, -0.29735, 1.87702)  -0.2435
C (3.05432, -0.69830, 1.69111)  -0.1763
C (3.79481, -0.23533, 0.60458)  -0.2366
C (3.22637, 0.63849, -0.29429)  -0.1366
C (1.90758, 1.05959, -0.12155)  -0.2416
H (3.77613, 1.01855, -1.14199)  0.2356
H (4.81544, -0.56110, 0.47267)  0.2175
H (3.51002, -1.37998, 2.39434)  0.2161
H (1.16622, -0.64937, 2.71156)  0.2250
S (-2.36387, 2.21764, 0.47331)  0.2489
C (-2.97726, 0.90808, 1.58440)  -0.5561
C (-3.54817, -0.30301, 0.83912)  -0.0804
H (-4.01244, 0.00862, -0.10023)  0.2012
O (-2.60205, -1.33713, 0.66369)  -0.5085
C (-1.62212, -1.27601, -0.28115)  0.2971
C (-1.64890, -0.60520, -1.50300)  0.2920
C (-0.57517, -0.63466, -2.37515)  -0.2706
C (0.55172, -1.36914, -2.06238)  -0.2164
C (0.58794, -2.07935, -0.87385)  -0.2142
C (-0.47885, -2.02837, -0.00153)  -0.2469
H (-0.45942, -2.56421, 0.93364)  0.2262
H (1.45856, -2.66213, -0.61656)  0.2210
H (1.38917, -1.38513, -2.74090)  0.2219
H (-0.64752, -0.07915, -3.29717)  0.2353
F (-2.73197, 0.12053, -1.88883)  -0.3352
H (-4.31710, -0.76515, 1.46604)  0.1971
H (-3.75257, 1.37922, 2.18507)  0.2354
H (-2.13068, 0.61674, 2.20593)  0.2759
H (-0.52184, 2.91942, -1.37558)  0.4282

The value obtained for the gap between HOMO and LUMO is 8.886 eV. The structure (SMILES) is O=c1[nH]c(SCCOc2ccccc2F)nc2ccccc12. For the electronic energy, the calculation gives -37431.6031 eV. The value obtained for the relative energy (zero: lowest compared OMol25 entry of this formula, charge and spin) is 12.42 kJ/mol. As for the charge: 0.

The following is a quantum chemistry calculation of C21H21IrN3O2PS as an isolated structure in a non-equilibrium geometry, from OMol25.

Each line ends with the natural charge from an NBO analysis.
Atoms and positions in Å:
Ir (0.26579, 0.54681, -0.25677)  0.8612
O (-2.58133, -5.28781, 3.29908)  -0.3070
N (-2.11673, -5.03900, 2.22202)  0.5296
O (-2.06350, -5.78659, 1.27152)  -0.3521
C (-1.51991, -3.69140, 2.04257)  0.0776
C (-1.12732, -3.05846, 3.16049)  -0.1384
C (-0.49101, -1.76626, 3.07764)  0.0192
C (-0.04110, -1.02499, 4.18535)  -0.0945
C (0.56859, 0.19054, 3.97975)  -0.2168
C (0.72977, 0.67214, 2.67561)  0.0909
N (0.30156, -0.02330, 1.62759)  -0.3552
C (-0.30458, -1.22047, 1.82646)  0.1052
C (-0.74641, -1.88707, 0.66539)  0.2063
N (-0.51906, -1.21675, -0.49466)  -0.3727
C (-0.90175, -1.74851, -1.64868)  0.0838
C (-1.53106, -2.99430, -1.68322)  -0.2171
C (-1.75898, -3.68684, -0.51857)  -0.0693
C (-1.35440, -3.12940, 0.71471)  -0.0730
H (-1.28144, -3.53008, 4.12264)  0.2828
H (-0.18110, -1.41429, 5.18595)  0.2616
H (0.92388, 0.78879, 4.80606)  0.2708
H (1.19993, 1.62508, 2.47665)  0.2401
H (-0.71413, -1.17444, -2.54560)  0.2377
H (-1.83519, -3.40285, -2.63609)  0.2701
H (-2.22816, -4.65868, -0.54379)  0.2856
C (3.06565, 1.55601, -2.19043)  -0.9513
P (2.53543, 0.35110, -0.95820)  0.9413
C (3.75079, 0.47651, 0.36780)  -0.9524
C (2.89383, -1.26027, -1.68908)  -0.9465
H (4.10398, 1.33589, -2.44376)  0.2757
H (3.00201, 2.56993, -1.79445)  0.2660
H (2.45668, 1.48915, -3.09238)  0.2634
H (4.75877, 0.34910, -0.02929)  0.2672
H (3.56197, -0.29881, 1.11100)  0.2536
H (3.68887, 1.45404, 0.84838)  0.2551
H (3.94607, -1.31344, -1.97441)  0.2636
H (2.28339, -1.41908, -2.57870)  0.2522
H (2.68036, -2.04788, -0.96660)  0.2535
S (-1.76653, 1.55518, -0.05638)  -0.0161
C (-1.82075, 2.95131, -1.06351)  -0.2523
C (-2.96755, 3.74905, -0.94155)  -0.1931
C (-3.08703, 4.89101, -1.71559)  -0.1743
C (-2.07589, 5.24135, -2.59822)  -0.1704
C (-0.93282, 4.45063, -2.72650)  -0.2027
C (-0.80542, 3.31032, -1.96796)  -0.1733
H (-3.74420, 3.46283, -0.24506)  0.2381
H (-3.96835, 5.51089, -1.62904)  0.2442
H (-2.17299, 6.13798, -3.19492)  0.2414
H (-0.15604, 4.73556, -3.42277)  0.2345
H (0.07738, 2.67976, -2.06050)  0.1562

The value obtained for the gap between HOMO and LUMO (alpha / beta) is 5.526 / 5.517 eV. For the electronic energy, the calculation gives -53628.6989 eV. The value obtained for the relative energy (zero: lowest compared OMol25 entry of this formula, charge and spin) is 22.04 kJ/mol. As for the charge: +2.

The following is a quantum chemistry calculation of C32H29BF2IN4O5W as an isolated structure, from OMol25.

Each line ends with the Mulliken spin population.
Atoms and positions in Å:
W (0.07025, -0.15180, 0.91372)  1.5023
O (-0.72419, 3.71622, 6.80299)  0.0013
C (-0.17100, 2.60584, 6.81914)  0.0006
O (0.43384, 1.99088, 7.71401)  0.0011
C (-0.21810, 1.85119, 5.45946)  0.0104
C (0.27828, 0.55873, 5.35112)  -0.0107
C (0.32169, -0.05569, 4.11659)  0.0143
N (-0.06268, 0.57287, 2.99897)  0.0319
C (-0.60148, 1.80495, 3.10471)  0.0044
C (-0.71038, 2.46203, 4.30836)  -0.0038
C (-0.95719, 2.45925, 1.78906)  0.0340
O (-1.50865, 3.53065, 1.73254)  0.0035
O (-0.56459, 1.77084, 0.74298)  0.0480
H (0.63865, 0.07190, 6.24688)  0.0001
H (0.68433, -1.06946, 3.99412)  0.0098
H (-1.13205, 3.45552, 4.36808)  0.0007
C (2.09921, 2.25672, 1.73458)  0.0187
N (2.17578, 0.98515, 0.95388)  0.0725
C (3.17720, 0.17234, 1.68848)  0.0332
C (2.83171, 1.32416, -0.36035)  -0.0629
C (1.95304, 1.89187, -1.44296)  0.0676
C (1.57842, 3.23234, -1.39004)  0.0038
C (0.79000, 3.79115, -2.37888)  0.0005
C (0.39846, 3.02174, -3.46575)  -0.0006
C (0.80432, 1.70309, -3.55158)  -0.0052
C (1.57397, 1.11216, -2.54285)  -0.0135
H (3.08843, 2.72153, 1.73427)  -0.0013
H (1.82301, 2.05256, 2.76376)  0.0020
H (1.38697, 2.94104, 1.29021)  -0.0079
H (4.07730, 0.77171, 1.85726)  0.0003
H (3.44778, -0.70093, 1.10793)  -0.0035
H (2.77342, -0.13437, 2.65128)  -0.0099
H (3.32274, 0.42620, -0.71256)  -0.0025
H (3.62083, 2.04869, -0.13255)  -0.0035
H (1.90665, 3.85079, -0.56431)  -0.0005
H (0.48683, 4.82715, -2.30373)  -0.0001
H (-0.21344, 3.45402, -4.24727)  0.0001
H (0.50932, 1.10780, -4.40694)  0.0018
I (-3.43623, -1.97356, 3.61051)  0.0002
C (0.08313, -2.13021, 1.55119)  -0.0600
C (-0.30422, -3.38947, 1.98873)  0.0989
C (0.62168, -4.41003, 1.84844)  -0.0099
C (1.86976, -4.16421, 1.27278)  0.0609
C (2.18129, -2.88180, 0.86768)  -0.0217
N (1.29719, -1.90422, 1.05515)  0.0702
H (-1.28758, -3.53765, 2.41547)  0.0025
H (0.37102, -5.41204, 2.17408)  0.0009
H (2.59007, -4.95815, 1.13558)  0.0059
H (3.12623, -2.64665, 0.39412)  -0.0035
F (2.57807, -1.17166, -1.86005)  0.0007
B (1.91417, -0.39830, -2.73065)  0.0195
F (1.76540, -0.94857, -3.93904)  0.0026
C (-3.72228, -1.14281, -0.30654)  0.0027
C (-3.07490, 0.06833, 0.32680)  0.0118
O (-2.00160, -0.30915, 1.21890)  0.0194
H (-4.52375, -0.81386, -0.97211)  0.0006
H (-4.15089, -1.78519, 0.46254)  -0.0009
H (-2.99755, -1.71371, -0.88562)  0.0003
H (-3.79484, 0.62626, 0.92778)  -0.0008
H (-2.63209, 0.74226, -0.40332)  -0.0047
H (-2.37031, -0.86525, 1.98701)  0.0030
N (-3.02835, -2.56672, -8.41135)  0.0104
C (-2.64134, -2.30696, -7.36027)  -0.0045
C (-2.15353, -1.98065, -6.04847)  0.0261
C (-1.26239, -2.83933, -5.40449)  -0.0103
C (-0.78748, -2.52465, -4.14798)  0.0329
C (-1.19295, -1.34775, -3.51037)  -0.0092
C (-2.08957, -0.49480, -4.16467)  0.0310
C (-2.56788, -0.80676, -5.42317)  -0.0103
C (-0.71012, -0.99742, -2.21249)  0.0659
C (-0.35781, -0.78477, -1.06129)  -0.0695
H (-0.94665, -3.74846, -5.89803)  -0.0004
H (-0.09018, -3.18126, -3.64633)  0.0006
H (-2.40031, 0.41543, -3.66890)  0.0023
H (-3.26192, -0.14708, -5.92624)  -0.0004

As for the multiplicity: 3. Its expectation value of S² is 2.027. The value obtained for the gap between HOMO and LUMO (alpha / beta) is 6.941 / 6.208 eV. For the electronic energy, the calculation gives -65896.5506 eV. The value obtained for the relative energy (zero: lowest compared OMol25 entry of this formula, charge and spin) is 15.27 kJ/mol. As for the charge: -1.